(1)
Density functional theory data (wB97M-V/def2-TZVPD) for a molecular structure, C30H30ClN4O2S2Sn at a distorted geometry.

The geometry in XYZ format:
```
70
Properties=species:S:1:pos:R:3:forces:R:3
Sn 6.209 -6.960 13.697 0.1947 0.1459 0.0972
Cl 4.683 -6.048 11.978 -0.1800 -0.0324 -0.0645
S 3.850 -11.668 17.053 -0.0921 0.1322 -0.0258
S 4.303 -9.331 19.375 0.8189 0.0917 1.0896
O 8.107 -6.589 12.273 0.2495 0.4287 -0.0201
O 4.847 -6.431 15.458 0.0268 0.0541 0.0724
N 3.174 -9.396 15.849 -1.3783 2.1148 1.1724
N 2.091 -8.443 18.264 1.2518 -0.8023 -1.3868
N 6.647 -4.911 14.414 1.5234 0.3937 -1.3440
N 5.927 -4.417 15.488 0.4120 0.7288 0.4427
C 1.792 -7.528 19.318 0.3255 0.4140 0.6105
C 8.013 -2.954 14.935 0.3044 -1.3001 -0.5543
C 2.720 -3.842 19.152 -0.2000 -0.3597 0.4033
C 2.227 -3.699 17.861 0.6326 -1.1600 -1.2000
C 0.735 -8.666 22.888 1.3192 0.9834 -2.3741
C 3.720 -9.646 14.572 0.4357 -2.2108 -0.8803
C -0.427 -9.359 22.543 0.2102 -0.3748 0.8854
C 1.364 -8.385 17.011 -2.9315 0.5237 1.2322
C 8.442 -4.298 12.801 -0.2464 -1.1023 0.5800
C 5.061 -5.237 15.942 -0.2249 -1.6384 -0.9219
C 4.222 -4.830 17.088 0.1615 0.1008 -0.9513
C 3.907 -4.519 19.401 1.2999 -1.0362 -0.1448
C 1.812 -10.115 11.340 0.6411 1.4317 -1.1377
C 1.508 -8.103 21.809 -0.1578 -1.1640 1.1220
C 8.693 -5.481 12.066 -1.2463 0.2870 0.6265
C 0.733 -11.455 13.000 -0.0761 0.1134 -0.5486
C 2.716 -9.615 12.284 0.3317 0.3433 -0.6817
C 3.179 -9.264 18.225 -1.3167 0.8261 0.4580
C 1.172 -8.307 20.472 -0.7241 1.7850 0.7207
C 7.644 -4.120 13.976 -0.7288 0.1744 0.7490
C 2.651 -10.091 13.557 0.3599 -0.5171 1.4269
C 4.692 -5.098 18.363 -1.4995 1.2214 0.5553
C 1.640 -11.003 13.933 0.3166 0.7668 1.2207
C -0.013 -8.953 20.204 -1.2898 -1.5076 0.8740
C 3.003 -4.212 16.791 -0.4493 0.3936 1.3563
C 0.829 -11.022 11.682 0.6419 0.2341 -0.6960
C 9.754 -5.395 10.991 -0.1891 -0.7595 -0.5752
C 3.352 -10.092 16.993 0.4706 -0.2773 -1.3570
C -0.810 -9.552 21.224 2.6412 1.9045 -0.6973
C 2.307 -8.148 15.907 1.5752 -0.9825 0.4693
H 0.570 -7.556 17.132 1.2478 -1.2698 -0.4893
H 0.205 -11.388 10.869 -0.2034 -0.0386 0.4431
H 1.901 -9.663 10.321 -0.3146 -0.7588 0.8230
H 7.157 -2.594 15.492 0.1349 -0.1041 0.0233
H 10.710 -5.630 11.457 0.2024 0.2569 -0.0376
H 0.824 -9.364 16.951 0.1419 0.7066 -0.5567
H 2.965 -7.316 16.179 -0.1658 0.1357 -0.5545
H 9.749 -4.400 10.541 0.2610 -0.1187 0.0972
H -1.003 -9.821 23.334 -0.1279 -0.0106 0.0507
H 2.652 -4.168 15.755 0.2548 0.1094 0.3940
H -1.634 -10.123 20.939 -1.3352 -0.7248 -0.1758
H 2.665 -6.899 19.593 -0.3069 -0.6838 0.0567
H 2.461 -7.631 22.027 -0.1637 0.1658 0.0687
H 4.227 -4.662 20.435 -0.1474 0.0677 -0.2015
H 1.224 -3.368 17.629 0.0227 0.4116 0.2797
H 1.180 -8.523 23.876 -0.7528 -0.2752 -0.1232
H 4.469 -10.451 14.725 -0.4926 0.1425 -0.2846
H 5.592 -5.716 18.456 -0.3733 0.4842 0.3930
H 1.561 -11.201 15.028 0.0208 -0.3435 -1.0583
H 2.132 -3.580 20.031 0.0341 0.3092 -0.3251
H 1.055 -6.813 18.904 0.2586 -0.3931 0.3890
H 9.112 -3.507 12.572 0.3608 0.7530 -0.0001
H 8.739 -3.472 15.603 -0.4636 0.6236 -0.0069
H 1.819 -8.019 14.954 0.0081 0.0439 -0.3499
H 4.323 -8.825 14.185 -0.4467 0.4147 0.1756
H 3.486 -8.842 12.078 -0.6856 -0.5750 -0.3019
H 8.528 -2.142 14.448 0.2171 0.1551 -0.3875
H -0.083 -12.120 13.194 -0.1999 -0.3729 0.6511
H 9.618 -6.162 10.191 -0.1942 0.5486 0.6573
H -0.349 -9.063 19.186 -0.0050 -0.0277 -0.2523
```
Forces are in eV/Å.

For the relative energy (zero: lowest compared OMol25 entry of this formula, charge and spin), the calculation gives 0.000 eV. The total energy is -3001.66429 hartree. The calculation puts the orbital gap at 6.6 eV. As for the LUMO energy: 2.171 eV. The calculation puts the highest occupied orbital energy at -4.48 eV. As for the net charge: -1.

=====

(2)
Density functional theory data (wB97M-V/def2-TZVPD) for a molecular structure, C47H63N7O3PPbS2 at a distorted geometry.

The geometry in XYZ format:
```
124
Properties=species:S:1:pos:R:3:forces:R:3
Pb 0.295 0.768 -0.004 -0.6081 -0.1814 0.3895
S -1.660 -2.471 1.105 0.4693 0.4189 -0.0051
S -1.491 4.738 2.320 0.3497 -0.3932 -0.2423
P -0.258 1.254 -2.825 -0.6667 0.7767 -1.8028
O -0.426 2.839 -3.084 0.3271 -0.9569 0.6975
O -1.686 0.567 -3.054 0.6632 0.2636 0.6913
O 0.463 0.704 -4.176 -0.5527 -0.0114 0.8692
N -2.120 -5.019 0.804 0.1303 -0.5517 -0.0156
N 0.016 2.747 1.642 -0.6843 -0.5137 -0.2049
N 1.978 2.469 -0.494 -0.3040 -0.7359 0.1323
N 0.682 -1.258 -1.560 0.2696 0.2743 0.5171
N 2.757 -0.188 -0.029 -0.7375 0.3666 0.0152
N -3.999 -3.583 0.925 -0.4197 -0.1170 0.0010
N 0.915 -0.277 2.151 0.0906 0.2843 -0.7368
C -5.989 -4.721 -0.077 -0.1175 0.1207 0.3064
C 0.845 3.643 2.262 0.1585 1.1114 0.5540
C -2.695 -3.834 0.929 0.5459 1.0238 0.0184
C 1.820 0.948 -4.510 0.4959 0.0221 -0.2108
C -2.295 0.287 -4.326 -0.2385 -0.0770 -0.3899
C -0.121 -2.978 -2.990 0.2022 0.0832 -0.0737
C -0.572 3.538 -4.323 -0.0834 0.3711 -0.4521
C 5.124 5.386 2.464 -0.0117 -0.1599 0.1353
C 2.120 -0.829 2.264 0.4478 -0.0929 0.1666
C 1.178 -3.328 -3.332 -0.2180 0.1622 0.0652
C -2.124 1.275 0.294 1.0474 -0.0228 0.1345
C 3.673 0.897 0.279 0.2023 0.1912 0.1984
C -5.877 -2.687 -1.637 -0.1781 -0.0066 0.1629
C -3.120 0.509 -0.224 -0.1892 -0.4844 -0.3392
C 0.920 5.866 3.250 -0.0368 0.0600 0.0972
C 0.229 0.045 3.239 -0.2524 0.1021 0.3829
C 2.791 -1.245 0.980 -0.0549 -0.3570 0.2148
C -2.310 2.387 1.084 -0.4637 -0.2010 0.0120
C 3.841 4.365 -1.216 -0.1474 -0.1569 0.0600
C 3.272 2.204 -0.358 0.5157 0.0683 -0.1151
C -1.220 3.172 1.622 0.4364 0.5655 0.4422
C -6.695 -3.470 -0.612 0.0938 -0.1576 -0.1152
C 0.739 -0.129 4.514 0.1510 -0.0355 -0.1980
C 3.033 -0.695 -1.365 -0.0094 -0.1132 -0.3306
C 2.270 5.697 3.449 -0.1193 -0.0689 -0.0541
C 2.930 4.495 3.126 -0.1142 -0.2200 -0.0248
C 4.970 2.986 3.099 -0.1350 0.2982 0.1302
C 1.931 -1.561 -1.910 0.2441 -0.3237 -0.1337
C 2.015 -0.658 4.646 -0.1847 0.0344 -0.1136
C -0.320 -1.950 -2.088 -0.3861 -0.2861 -0.1429
C -5.130 -4.467 1.167 -0.2573 -0.4285 -0.3988
C -1.606 -7.008 -0.519 -0.0806 0.2849 -0.1099
C 4.709 4.709 4.866 -0.0160 -0.0430 -0.1451
C 2.483 4.644 -1.295 0.0164 -0.1692 0.0665
C 0.204 4.831 2.667 0.0956 -0.5274 -0.2739
C -2.387 -5.933 -2.718 0.2474 -0.0122 0.1608
C -4.440 0.873 0.067 0.4629 0.0476 -0.0161
C -4.685 1.959 0.889 -0.3135 -0.0173 -0.0186
C 4.419 4.384 3.396 0.1851 0.0492 0.0037
C -2.638 -6.306 0.367 -0.1251 -0.4437 -0.0122
C 1.582 3.661 -0.930 0.0064 0.4520 -0.1284
C -3.645 2.703 1.397 0.5275 -0.0086 -0.1262
C 2.707 -1.037 3.505 -0.1559 0.1073 -0.2579
C -1.216 -6.251 -1.794 -0.1151 -0.1056 0.0811
C 4.240 3.130 -0.727 -0.2487 -0.0369 -0.0109
C 2.201 3.474 2.543 -0.0594 0.1291 -0.0458
C 2.223 -2.601 -2.785 -0.0921 0.1569 0.1855
H -2.833 -6.938 1.240 -0.1375 0.0610 -0.1447
H 3.690 1.037 1.365 0.0538 -0.0287 -0.0598
H -6.740 -5.454 0.220 -0.0119 -0.0833 -0.0436
H 3.249 -2.831 -3.033 0.0704 0.0035 0.0285
H -5.834 -3.233 -2.577 0.0959 -0.0296 -0.1011
H -2.970 -6.826 -2.920 -0.1661 -0.1203 -0.0480
H 0.163 0.168 5.374 -0.1069 -0.0027 0.0769
H -7.627 -3.777 -1.089 -0.0335 0.0858 0.0766
H -2.017 -7.979 -0.798 0.0159 -0.0611 0.0785
H -5.752 -3.989 1.929 0.0976 -0.1280 0.0219
H -2.932 -0.350 -0.842 0.0625 -0.1500 -0.0428
H -5.245 0.293 -0.357 -0.0863 -0.0626 -0.0163
H -0.755 0.457 3.079 -0.1730 0.0938 0.0106
H -4.767 -5.412 1.569 -0.0055 0.0778 0.1054
H 6.202 5.260 2.533 0.1497 0.0348 0.0096
H -4.227 -2.598 0.967 0.3391 -0.1918 0.0436
H 0.519 3.823 -0.994 -0.1510 0.0710 -0.0375
H 2.639 2.518 2.322 0.2195 -0.1643 -0.0668
H 4.232 3.978 5.517 -0.0321 -0.0552 0.1022
H 4.429 2.223 3.653 -0.0820 -0.1829 0.0572
H -5.392 -5.170 -0.872 0.0584 -0.0989 -0.0317
H 2.130 5.601 -1.638 -0.0935 0.1347 -0.0698
H -3.339 0.595 -4.264 0.1080 -0.0540 0.0334
H -3.042 -5.175 -2.296 -0.1725 0.1049 0.0654
H -0.511 -6.883 -2.335 0.1223 0.0533 0.0121
H 4.818 5.206 1.434 0.0386 0.0304 -0.1045
H 2.829 6.508 3.890 0.0408 0.0668 0.0339
H 6.011 2.936 3.406 0.1313 0.0052 -0.0032
H 0.419 6.773 3.545 0.0037 0.1918 0.0652
H -0.693 -5.325 -1.536 0.0562 -0.0291 0.0358
H -0.967 -3.484 -3.423 -0.1383 -0.1309 0.0478
H 1.364 -4.147 -4.011 0.0525 -0.0235 -0.0550
H 3.979 -1.255 -1.376 -0.0727 0.1054 -0.0168
H -3.828 3.530 2.066 -0.1167 0.0943 0.0185
H 4.577 5.090 -1.528 0.0418 0.0957 0.0167
H 2.241 -2.105 0.587 0.0588 -0.0085 -0.0242
H 3.145 0.169 -2.029 0.1082 -0.0217 0.0453
H 4.695 0.646 -0.035 -0.0988 -0.0038 0.1105
H -0.702 -7.195 0.068 -0.0387 -0.0968 0.0497
H -1.799 0.823 -5.131 -0.0277 -0.0112 0.0098
H -6.970 -2.827 0.227 -0.0764 0.0400 0.0555
H -1.116 -5.021 0.935 -0.2331 0.3490 0.0206
H 3.821 -1.563 1.183 -0.0770 0.0451 -0.0602
H 0.094 4.400 -4.270 -0.0962 -0.0435 -0.1075
H 1.878 1.041 -5.596 0.0114 0.0441 0.1462
H -1.312 -1.667 -1.782 -0.1435 -0.0600 0.0984
H 2.466 -0.770 5.620 0.0216 -0.0550 0.0918
H -2.020 -5.566 -3.673 -0.0336 0.0543 -0.1657
H -6.351 -1.727 -1.831 0.0108 0.1186 -0.1270
H 4.890 6.418 2.713 -0.0476 0.0858 0.0392
H 5.287 2.891 -0.631 0.1221 -0.0919 0.0342
H -2.229 -0.786 -4.518 -0.0059 0.1231 0.0332
H -0.302 2.920 -5.177 0.0431 -0.0540 0.0568
H 2.432 0.096 -4.205 -0.0369 0.0695 -0.0365
H -1.600 3.880 -4.437 0.0579 -0.0661 0.0907
H 2.199 1.863 -4.050 0.0035 0.0664 -0.0044
H -5.701 2.229 1.139 -0.0485 -0.0014 0.0102
H -4.857 -2.516 -1.294 0.1357 0.0592 -0.0135
H 3.694 -1.467 3.571 0.0939 -0.0690 -0.0205
H 4.929 2.776 2.033 -0.0067 -0.1124 -0.2046
H 5.780 4.682 5.047 0.1266 -0.0042 0.0359
H 4.352 5.694 5.146 -0.0141 0.1176 0.0558
H -3.569 -6.160 -0.179 0.0078 0.0050 0.0354
```
Forces are in eV/Å.

The total energy is -3767.57952 hartree. The calculation puts the orbital gap at 4.5 eV. As for the LUMO energy: -9.834 eV. The calculation puts the highest occupied orbital energy at -14.31 eV. As for the net charge: +3.

=====

(3)
Density functional theory data (wB97M-V/def2-TZVPD) for a molecular structure, C6H11NS at a distorted geometry.

The geometry in XYZ format:
```
19
Properties=species:S:1:pos:R:3:forces:R:3
S -1.575 -1.081 -2.226 -3.1720 0.3798 -0.1802
N 1.009 0.708 0.327 -0.5696 -0.8886 -1.8799
C -0.947 -0.899 0.543 1.1589 -2.5433 -1.3859
C 0.157 0.760 -0.855 -0.8331 1.2693 -2.5754
C 0.848 -1.418 -0.521 -3.2338 -2.9704 3.6879
C -0.470 -0.726 -0.901 0.6323 2.3339 0.2055
C 0.621 -0.571 0.758 -0.4058 -2.0631 0.9632
C 0.777 1.758 1.185 -1.8992 2.8595 0.8672
H 1.695 -1.191 -1.036 2.3920 0.0758 -1.5364
H 0.669 -2.464 -0.020 0.7671 1.3089 -2.0928
H 1.172 2.667 0.703 0.2147 -0.1007 0.4547
H -1.733 -0.248 0.847 -0.6100 0.2512 0.5379
H -0.405 1.993 1.097 2.1053 -0.3363 1.5940
H -1.211 -2.112 0.497 0.5390 3.3440 1.1272
H 1.299 1.611 2.181 -1.1755 0.2644 -0.9751
H 0.759 1.114 -1.760 -0.8486 -0.9447 0.8386
H -0.695 1.512 -0.807 0.8526 -0.7322 0.3712
H -3.047 -0.607 -1.703 3.6286 -0.9224 -0.7406
H 1.076 -0.805 1.691 0.4570 -0.5850 0.7190
```
Forces are in eV/Å.

For the relative energy (zero: lowest compared OMol25 entry of this formula, charge and spin), the calculation gives 3.924 eV. The total energy is -688.00503 hartree. The calculation puts the orbital gap at 9.0 eV. As for the LUMO energy: 0.463 eV. The calculation puts the highest occupied orbital energy at -8.55 eV. As for the net charge: 0.

=====

(4)
Density functional theory data (wB97M-V/def2-TZVPD) for C2H2Si in the gas phase at a distorted geometry.

The geometry in XYZ format:
```
5
Properties=species:S:1:pos:R:3:forces:R:3
Si -0.787 -0.471 -0.107 7.0713 2.6164 0.7091
C 0.705 0.845 0.014 -6.2908 -10.1609 0.0790
C 0.952 -1.249 0.153 -1.8776 4.3903 -0.5458
H -2.171 -0.765 0.023 -1.2498 0.1642 0.0066
H 1.302 1.639 -0.083 2.3468 2.9901 -0.2488
```
Forces are in eV/Å.

For the relative energy (zero: lowest compared OMol25 entry of this formula, charge and spin), the calculation gives 3.992 eV. The total energy is -366.55272 hartree. The calculation puts the orbital gap (spin up / spin down) at 7.9 / 7.9 eV. As for the LUMO energy (spin up / spin down): -0.777 / -0.780 eV. The calculation puts the highest occupied orbital energy (spin up / spin down) at -8.73 / -8.73 eV. As for the net charge: 0.

=====

> What is the net charge in the second record?

+3

=====

Please write out number 3 again, unchanged.
Density functional theory data (wB97M-V/def2-TZVPD) for a molecular structure, C6H11NS at a distorted geometry.

The geometry in XYZ format:
```
19
Properties=species:S:1:pos:R:3:forces:R:3
S -1.575 -1.081 -2.226 -3.1720 0.3798 -0.1802
N 1.009 0.708 0.327 -0.5696 -0.8886 -1.8799
C -0.947 -0.899 0.543 1.1589 -2.5433 -1.3859
C 0.157 0.760 -0.855 -0.8331 1.2693 -2.5754
C 0.848 -1.418 -0.521 -3.2338 -2.9704 3.6879
C -0.470 -0.726 -0.901 0.6323 2.3339 0.2055
C 0.621 -0.571 0.758 -0.4058 -2.0631 0.9632
C 0.777 1.758 1.185 -1.8992 2.8595 0.8672
H 1.695 -1.191 -1.036 2.3920 0.0758 -1.5364
H 0.669 -2.464 -0.020 0.7671 1.3089 -2.0928
H 1.172 2.667 0.703 0.2147 -0.1007 0.4547
H -1.733 -0.248 0.847 -0.6100 0.2512 0.5379
H -0.405 1.993 1.097 2.1053 -0.3363 1.5940
H -1.211 -2.112 0.497 0.5390 3.3440 1.1272
H 1.299 1.611 2.181 -1.1755 0.2644 -0.9751
H 0.759 1.114 -1.760 -0.8486 -0.9447 0.8386
H -0.695 1.512 -0.807 0.8526 -0.7322 0.3712
H -3.047 -0.607 -1.703 3.6286 -0.9224 -0.7406
H 1.076 -0.805 1.691 0.4570 -0.5850 0.7190
```
Forces are in eV/Å.

For the relative energy (zero: lowest compared OMol25 entry of this formula, charge and spin), the calculation gives 3.924 eV. The total energy is -688.00503 hartree. The calculation puts the orbital gap at 9.0 eV. As for the LUMO energy: 0.463 eV. The calculation puts the highest occupied orbital energy at -8.55 eV. As for the net charge: 0.

=====

> What is the net charge in the third record?

0

=====

> The highest net charge belongs to which entry?

C47H63N7O3PPbS2